## 1
Computed, not measured: a cluster of 2 separate species, C2H2IOS in total, with ωB97M-V/def2-TZVPD.

Properties
- highest occupied orbital energy (eV) = -2.2
- LUMO level (eV) = 3.220
- Kohn-Sham gap (eV) = 5.43

Structure (ORCA input):
```
! wB97M-V def2-TZVPD RIJCOSX def2/J DEFGRID3
* xyz -1 1
C 1.99507 -2.41377 -0.55942
C 0.47296 0.11842 0.00873
O 1.96686 -2.50269 -1.70317
S 2.48566 -2.77554 0.91150
I 1.75759 1.84764 0.03454
H -0.47022 0.18783 -0.70665
H 0.15991 0.10187 1.00669
*
```

***

## 2
Computed, not measured: a cluster of 2 separate species, C2H2IOS in total, with ωB97M-V/def2-TZVPD.

Properties
- highest occupied orbital energy (eV) = -1.8
- LUMO level (eV) = 2.858
- Kohn-Sham gap (eV) = 4.62

Structure (ORCA input):
```
! wB97M-V def2-TZVPD RIJCOSX def2/J DEFGRID3
* xyz -1 1
C 1.64706 -1.34716 -0.04895
C -1.02074 1.52613 0.04187
O 2.40843 -0.44347 -0.21657
S 0.78873 -2.60266 0.25255
I -2.91326 0.39922 0.06035
H -0.59777 1.19618 -0.87666
H -0.31246 1.27176 0.78740
*
```

***

Ordering by calculated energy gives the sequence 1, 2, with the first entry being the most stable.

***

## 1
Computed, not measured: a cluster of 3 separate species, C4H15NO2 in total, with ωB97M-V/def2-TZVPD.

Properties
- expectation value of S² = 0.750
- highest occupied orbital energy (alpha / beta) (eV) = 1.2 / -6.9
- LUMO level (alpha / beta) (eV) = 3.348 / 3.401
- Kohn-Sham gap (alpha / beta) (eV) = 2.12 / 10.30

Structure (ORCA input):
```
! wB97M-V def2-TZVPD RIJCOSX def2/J DEFGRID3
* xyz -1 2
C -0.09205 -3.00583 0.57078
C 0.52557 -2.14137 -0.57047
C -0.31184 -0.89039 -0.85663
C 1.95256 -1.71513 -0.12687
N -0.26286 -2.29633 1.86553
H 0.64481 -3.79454 0.73060
H -1.06568 -3.31813 0.19362
H 0.59499 -2.75098 -1.46487
H -1.08174 -1.10465 -1.60159
H 0.23340 -0.06253 -1.30698
H -0.90887 -0.59673 -0.01244
H 2.68972 -2.49037 -0.35551
H 2.32264 -0.88688 -0.73946
H 1.96639 -1.40448 0.91346
H 0.06243 -1.33856 1.71706
H -1.25662 -2.09499 1.99095
H 1.68380 5.99984 -1.20388
H 1.54766 7.22351 -0.34251
O 1.04752 6.70063 -0.98038
H -3.27488 3.28596 1.28912
H -3.92145 3.49682 -0.05584
O -3.09550 3.18512 0.34632
*
```

***

## 2
Computed, not measured: a cluster of 3 separate species, C4H15NO2 in total, with ωB97M-V/def2-TZVPD.

Properties
- expectation value of S² = 0.750
- highest occupied orbital energy (alpha / beta) (eV) = 0.6 / -6.1
- LUMO level (alpha / beta) (eV) = 3.534 / 3.510
- Kohn-Sham gap (alpha / beta) (eV) = 2.91 / 9.61

Structure (ORCA input):
```
! wB97M-V def2-TZVPD RIJCOSX def2/J DEFGRID3
* xyz -1 2
C 0.00685 1.49951 -1.02641
C 1.12648 0.72123 -0.36895
C 2.15757 1.68182 0.23542
C 0.63775 -0.17797 0.77143
N -1.00865 0.69669 -1.72328
H 0.33150 2.24132 -1.75557
H -0.56597 2.10744 -0.31549
H 1.56431 0.05632 -1.11956
H 3.21312 1.43968 0.35923
H 1.79549 2.04811 1.19747
H 2.22467 2.58020 -0.40330
H 0.38944 0.35028 1.70379
H -0.21714 -0.76799 0.47883
H 1.43981 -0.78364 1.20324
H -1.26736 -0.14147 -1.21511
H -0.69076 0.45264 -2.65101
H -2.43243 -1.93876 0.64101
H -3.35117 -1.69329 -0.48438
O -2.99833 -1.21576 0.27416
H -0.58145 -2.71667 2.05870
H -0.86718 -3.70865 1.01094
O -0.90657 -2.73104 1.12884
*
```

***

Ordering by calculated energy gives the sequence 2, 1, with the first entry being the most stable.